# 1
C5H11O2 | wB97M-V/def2-TZVPD

```
18
Properties=species:S:1:pos:R:3:forces:R:3
O 3.017647 0.041047 0.236539 0.4 0.1 0.2
C 1.839500 0.134114 -0.359425 -0.4 -0.1 -0.2
C 0.833051 -0.956661 0.122396 0.0 0.4 -0.4
C -0.549175 -1.025173 -0.561055 0.6 0.1 0.3
C -1.109039 0.326739 -0.955386 -0.5 0.2 0.0
C -1.512468 1.175623 0.232637 -0.1 -0.2 0.5
O -2.361103 0.475571 1.166426 0.2 0.0 0.3
H 1.869942 0.025444 -1.483702 0.0 0.0 -0.2
H 1.303039 1.120661 -0.232587 0.2 0.1 0.1
H 0.726542 -0.797261 1.203889 0.1 -0.3 0.0
H 1.358106 -1.890723 -0.081395 0.0 -0.2 0.5
H -0.481041 -1.650777 -1.451064 -0.1 -0.1 -0.1
H -1.231170 -1.498637 0.146157 -0.3 -0.2 -0.2
H -0.361775 0.897304 -1.497104 0.1 0.1 -0.2
H -1.973572 0.214070 -1.612676 -0.1 -0.1 -0.1
H -0.608105 1.486993 0.751509 0.1 0.2 0.0
H -2.085364 2.053541 -0.068279 0.1 0.1 -0.2
H -1.810464 0.230885 1.923458 -0.2 0.0 -0.4
```
Positions in Å, forces in eV/Å.

Values from the calculation:
- Multiplicity: 1
- HOMO-LUMO gap: 5.912 eV
- SMILES: [O-]CCCCCO
- ΔE to the lowest compared entry with this formula, charge and spin: 239.0 kJ/mol
- Net charge: -1

=====

# 2
C10H7Cl2NOSe2TaTe2 | wB97M-V/def2-TZVPD

```
26
Properties=species:S:1:pos:R:3:forces:R:3
Ta 2.080309 0.967551 0.361599 -0.4 -0.2 -0.4
Se 2.069200 0.463146 2.897170 0.1 0.0 0.1
Te 3.708101 -0.920834 1.672456 0.1 0.0 0.0
Te 5.294835 1.115440 0.620764 0.2 0.0 0.1
Se 3.557203 2.948566 0.447329 0.1 -0.1 0.1
Cl -1.874454 3.851786 0.102222 -0.1 0.1 0.0
C -1.944665 2.145444 0.093981 0.5 -0.2 0.0
C -3.189458 1.482003 0.040143 -0.2 0.0 0.0
C -3.267898 0.120343 0.020536 0.1 0.1 0.0
Cl -4.801700 -0.650797 -0.063320 -0.1 0.0 0.0
C -2.089763 -0.676703 0.067133 0.2 0.2 0.0
C -2.040228 -2.078906 0.040803 0.1 -0.1 0.0
C -0.820335 -2.712051 0.082088 -0.2 -0.1 0.0
C 0.347766 -1.954868 0.163364 0.1 0.2 0.0
N 0.338557 -0.633415 0.201970 0.3 0.1 -0.1
C -0.858095 0.004092 0.137832 -0.2 0.1 0.0
C -0.784269 1.415169 0.132031 -0.7 -0.2 0.0
O 0.458505 1.928167 0.159935 0.0 0.2 0.0
H -4.091439 2.076902 0.008117 0.0 0.0 0.0
H -2.959643 -2.644487 -0.021704 0.0 0.0 0.0
H -0.748093 -3.789187 0.052310 0.0 0.0 0.0
H 1.316102 -2.438798 0.195091 0.0 0.0 0.0
C 2.536202 0.087808 -1.569529 0.1 0.0 0.1
H 1.658437 0.284702 -2.198727 0.0 0.0 0.1
H 2.720719 -0.985770 -1.605386 0.0 0.0 0.0
H 3.384100 0.594701 -2.038200 0.0 0.0 0.0
```
Positions in Å, forces in eV/Å.

Values from the calculation:
- Multiplicity: 1
- HOMO-LUMO gap: 6.794 eV
- Net charge: +1

=====

# 3
C18H40AlBClNO6PS | wB97M-V/def2-TZVPD

```
70
Properties=species:S:1:pos:R:3:forces:R:3
C -3.742997 2.232346 0.012566 -0.1 0.3 -0.8
C -3.927848 2.048626 -1.534698 -0.2 0.8 1.2
O -2.691197 1.953334 -2.209037 -0.2 -0.7 -0.1
C -2.873347 1.413572 -3.521327 -0.1 -0.2 -0.2
C -1.571413 0.781189 -4.104010 -0.2 -0.1 0.1
C -1.767731 -0.651475 -4.719992 0.8 0.4 -1.0
C -0.452617 -1.510431 -4.619014 -0.3 -0.8 0.5
C -0.459669 -2.544920 -3.421872 0.3 0.7 0.0
Al -0.330802 -1.625109 -1.607033 0.4 -0.9 0.5
C -2.249291 -1.093266 -1.154361 -0.8 0.0 0.0
N -2.937077 -2.203743 -0.399921 0.5 0.6 0.1
O 0.298035 -2.633908 -0.166431 0.1 1.4 -0.8
C 0.703417 -1.729735 0.876614 -1.7 -1.2 -2.0
C -0.567824 -1.810417 1.801478 0.6 -0.6 1.3
C -0.392218 -1.570725 3.338573 -0.4 1.1 -0.2
C 0.568761 -0.433000 3.778399 0.0 0.3 1.0
Cl 0.073897 -3.070421 4.295689 -0.2 0.6 -0.4
P 2.200590 -2.755968 1.522715 -1.2 -1.5 -0.7
S 1.649277 -4.657532 1.519590 0.4 0.2 0.4
C 1.085791 -0.345016 0.135023 1.2 -0.8 -0.8
O 2.536705 -0.278070 0.327290 -0.6 1.5 1.2
C 2.941506 0.736940 1.215544 2.2 0.1 0.6
C 4.459608 0.426542 1.544415 -0.7 -0.2 -1.3
O 5.053833 1.410486 2.374414 0.1 -0.7 0.6
C 4.571234 1.309910 3.722657 -1.5 0.1 -0.3
C 3.590651 2.513194 3.997814 0.3 -0.4 -0.4
B 0.217159 0.994643 0.361920 -0.1 1.3 -0.3
C 0.527278 2.246782 -0.631413 0.2 0.0 0.7
O -0.811676 1.196033 1.297442 1.3 -0.6 -0.5
O 1.039430 -0.419009 -1.295811 -2.1 -0.8 1.1
H -3.076878 3.098363 0.233773 -0.3 -0.6 -0.2
H -3.343660 1.313620 0.484386 -0.3 0.6 -0.2
H -4.749617 2.501263 0.405968 0.6 -0.4 0.0
H -4.568103 1.150091 -1.674839 0.4 0.4 -0.2
H -4.472215 2.956101 -1.903593 0.1 -0.7 0.0
H -3.653573 0.617136 -3.473543 0.4 0.5 0.0
H -3.269398 2.238641 -4.166981 0.3 -0.6 0.2
H -0.774122 0.702347 -3.328921 -0.7 0.3 -0.3
H -1.197353 1.446675 -4.915303 0.0 -0.4 0.6
H -2.652582 -1.198399 -4.338985 0.6 0.3 0.1
H -1.950200 -0.499021 -5.814186 -0.1 -0.2 0.7
H 0.424885 -0.841004 -4.478026 -0.5 -0.3 -0.4
H -0.308195 -2.092022 -5.557094 -0.1 0.6 0.3
H -1.395135 -3.154823 -3.478331 0.6 0.3 0.0
H 0.416767 -3.221986 -3.531882 -0.5 0.2 0.0
H -2.358010 -0.167491 -0.544692 0.1 -0.5 -0.4
H -2.862058 -0.931534 -2.083684 0.7 0.3 0.4
H -2.695696 -3.104416 -0.797292 -0.2 0.0 0.1
H -3.940087 -2.058378 -0.408223 0.1 -0.3 -0.2
H -1.418822 -1.198252 1.430080 0.9 -0.2 0.1
H -0.926115 -2.857813 1.688812 0.4 0.7 0.0
H -1.397634 -1.302458 3.734527 0.7 -0.3 -0.2
H 0.507833 0.495160 3.176653 -0.3 -0.7 0.1
H 0.279002 -0.145978 4.819641 0.3 -0.2 -0.7
H 1.640146 -0.720401 3.842554 -0.7 -0.1 -0.2
H 3.292378 -2.700294 0.608302 -0.3 0.7 0.6
H 2.585150 -2.379349 2.837679 0.3 0.4 -0.5
H 2.962240 1.759816 0.764468 -0.4 -0.6 0.3
H 2.423031 0.750326 2.197617 -0.2 0.0 -0.7
H 4.547577 -0.611470 1.951945 0.0 0.7 -0.1
H 4.976923 0.435774 0.557885 -0.1 0.1 0.8
H 5.385232 1.217352 4.468432 -0.2 0.3 -0.6
H 3.946624 0.384020 3.774486 0.7 0.5 0.3
H 3.689366 3.230795 3.152296 0.1 -0.3 0.7
H 2.540174 2.144829 3.946472 0.7 0.4 0.4
H 3.809161 3.010853 4.963276 -0.3 -0.2 -0.5
H 0.187906 3.206462 -0.156950 0.1 -0.6 -0.5
H 1.615767 2.340411 -0.819988 -0.6 -0.1 -0.1
H 0.028082 2.115677 -1.615257 0.2 0.1 0.7
H -0.990252 2.138520 1.311292 -0.4 0.1 -0.2
```
Positions in Å, forces in eV/Å.

Values from the calculation:
- Multiplicity: 1
- HOMO-LUMO gap: 7.124 eV
- ΔE to the lowest compared entry with this formula, charge and spin: 0.0 kJ/mol
- Net charge: -1

=====

Number 1: LUMO level 3.66 eV, E_HOMO -2.3 eV. Number 2: LUMO level -4.86 eV, E_HOMO -11.7 eV. Number 3: LUMO level 2.43 eV, E_HOMO -4.7 eV.